(1)
Below is a structure of composition C39H43N9O4SY at a distorted geometry, with properties calculated with the ωB97M-V functional and the def2-TZVPD basis.

Structure (ORCA input):
```
! wB97M-V def2-TZVPD RIJCOSX def2/J DEFGRID3
* xyz 1 1
Y -0.25290 -0.11264 0.15215
O -4.81370 4.59826 3.22945
C -4.31660 3.74856 3.94795
O -4.51670 3.29146 5.05575
C -3.14550 2.96086 3.16155
C -2.78340 1.69396 3.59135
C -1.96380 0.91966 2.78025
N -1.47530 1.37706 1.61185
C -1.86870 2.59376 1.17455
C -2.72680 3.39686 1.91625
C -1.53090 2.94286 -0.21175
C -1.64660 4.24036 -0.72155
C -1.54940 4.44336 -2.08555
C -1.35740 3.34266 -2.91355
C -1.21280 2.09876 -2.32795
N -1.26190 1.89426 -1.01405
C -1.67540 -0.48674 3.11455
C -1.72510 -0.96914 4.42285
C -1.52230 -2.31804 4.65185
C -1.29760 -3.15014 3.56315
C -1.24170 -2.59224 2.29815
N -1.41090 -1.28914 2.06595
H -3.18870 1.33196 4.52465
H -3.13190 4.32156 1.53345
H -1.82320 5.07146 -0.05995
H -1.65610 5.43086 -2.50805
H -1.33090 3.45286 -3.98495
H -1.08900 1.21006 -2.93255
H -1.90280 -0.29454 5.24495
H -1.53930 -2.71494 5.65585
H -1.15330 -4.20944 3.69245
H -1.03990 -3.21154 1.43265
C 3.44680 2.31746 -3.68125
N 2.22350 1.61936 -3.33925
C 1.40880 1.31716 -4.49235
C 1.93430 1.25946 -2.06025
N 1.23290 0.21166 -1.68155
C 1.03990 -0.87134 -2.56995
C 2.04430 -1.28484 -3.44625
C 1.80960 -2.23584 -4.42035
C 0.54080 -2.77514 -4.55275
C -0.43180 -2.46584 -3.62025
C -0.18270 -1.58374 -2.56605
N -1.16030 -1.33704 -1.57605
C -2.01630 -2.30154 -1.24905
N -1.73380 -3.63334 -1.28905
C -2.67820 -4.62704 -1.76205
C -0.38110 -4.12524 -1.14755
N -3.25000 -1.93954 -0.81325
C -3.72240 -0.58044 -0.96205
C -4.02730 -2.71634 0.13045
N 2.46040 2.08676 -1.09825
C 2.32070 3.52906 -1.18895
C 2.64540 1.60376 0.24765
H 3.92440 1.79586 -4.51515
H 4.12760 2.32046 -2.83575
H 3.24950 3.34436 -3.99405
H 1.92970 0.64966 -5.18335
H 1.18740 2.25316 -5.01285
H 0.47560 0.84666 -4.20585
H 3.02340 -0.84034 -3.35685
H 2.60570 -2.53194 -5.08555
H 0.31550 -3.45284 -5.36195
H -1.41810 -2.89874 -3.71165
H -3.57310 -4.15014 -2.15185
H -2.95640 -5.33294 -0.97655
H -2.20930 -5.19854 -2.56665
H 0.26100 -3.37154 -0.69275
H 0.05430 -4.41484 -2.10705
H -0.40070 -5.00414 -0.50055
H -3.21140 -0.09954 -1.79425
H -3.55760 0.00626 -0.04795
H -4.79570 -0.60474 -1.16345
H -3.51650 -3.63704 0.38935
H -5.00900 -2.95234 -0.28715
H -4.17820 -2.13324 1.04465
H 1.85430 3.80736 -2.12945
H 3.29320 4.01816 -1.10755
H 1.68800 3.89316 -0.37255
H 2.98160 0.56576 0.22415
H 1.72090 1.68466 0.85955
H 3.41470 2.20096 0.73835
O 5.10030 0.96586 6.05275
C 5.48990 0.48276 4.86175
O 6.64520 0.51196 4.53955
C 4.43670 -0.08464 3.96945
C 4.85550 -1.03944 3.04135
C 3.97250 -1.59194 2.14475
C 2.64430 -1.16464 2.11745
S 1.56990 -1.85624 0.91945
C 2.22510 -0.19674 3.02935
C 3.10710 0.32896 3.95525
H 4.16490 0.82246 6.24145
H 5.89370 -1.32814 3.04095
H 4.29320 -2.33904 1.43685
H 1.19330 0.14906 2.99875
H 2.75500 1.09586 4.63275
*
```

## Properties
E_tot: -2742.2185 Ha
HOMO energy: -9.9283 eV
Kohn-Sham gap: 6.31 eV
LUMO energy: -3.61 eV



(2)
Below is a structure of composition C39H44AsBBrF10N6PRuS3 at a distorted geometry, with properties calculated with the ωB97M-V functional and the def2-TZVPD basis.

Structure (ORCA input):
```
! wB97M-V def2-TZVPD RIJCOSX def2/J DEFGRID3
* xyz 3 2
Ru 0.17825 1.61697 0.19954
C -3.88268 0.59212 -1.84753
C -2.97292 1.27183 -2.86061
C -3.76902 1.45920 -4.16621
C -2.47368 2.60456 -2.38616
N -1.72542 0.39906 -3.13668
C -1.12270 0.23891 -4.37943
C -0.10956 -0.64088 -4.22426
N -0.08063 -1.00519 -2.90810
B 0.78453 -2.19433 -2.40726
N 1.96510 -1.82322 -1.45486
C 2.85130 -2.82446 -1.16391
C 3.85399 -2.30132 -0.43543
N 3.60488 -0.96221 -0.29113
C 2.42560 -0.69480 -0.88936
S 1.81930 0.94662 -1.14988
C 4.66758 0.02092 0.24894
C 5.80188 -0.78443 0.88911
C 4.07363 0.93524 1.30649
C 5.21361 0.79361 -0.94728
N -0.24478 -3.24847 -1.81893
C -0.90058 -4.14841 -2.53962
C -1.65070 -4.88347 -1.68594
N -1.47904 -4.40429 -0.46338
C -0.61837 -3.40232 -0.55107
S -0.21166 -2.18155 0.59425
C -2.18037 -4.88700 0.80267
C -2.91871 -6.16913 0.45772
C -3.17192 -3.78997 1.22434
C -1.10582 -5.16103 1.87216
C -1.04128 -0.33727 -2.27057
S -1.37173 -0.25187 -0.51189
H -4.80826 1.16130 -1.80115
H -3.45649 0.56399 -0.81688
H -4.13518 -0.42310 -2.16002
H -4.70723 1.95512 -3.91553
H -4.01312 0.50362 -4.63065
H -3.26716 2.09644 -4.88778
H -3.32389 3.27336 -2.20105
H -1.83758 3.05918 -3.13596
H -1.91199 2.50233 -1.45381
H -1.46073 0.72860 -5.25518
H 0.57658 -1.05831 -4.94716
H 1.25643 -2.79653 -3.32919
H 2.70999 -3.83703 -1.52590
H 4.72999 -2.77669 -0.04372
H 5.44969 -1.40992 1.71352
H 6.51312 -0.06982 1.30400
H 6.34956 -1.38929 0.16749
H 3.63609 0.36957 2.11776
H 3.33088 1.61676 0.89927
H 4.88279 1.54525 1.72099
H 5.64255 0.11432 -1.68828
H 6.00892 1.45588 -0.59961
H 4.43861 1.41685 -1.43615
H -0.78981 -4.25285 -3.61056
H -2.28665 -5.72506 -1.90851
H -3.75763 -5.99619 -0.22427
H -3.33887 -6.56754 1.38135
H -2.25203 -6.93484 0.05294
H -3.87009 -3.56116 0.41361
H -2.67124 -2.88071 1.54868
H -3.75626 -4.16130 2.06911
H -0.36491 -5.88056 1.51588
H -1.59169 -5.59807 2.74535
H -0.61670 -4.26911 2.20282
F -3.23743 7.70550 0.97397
C -2.27889 6.84005 0.78368
C -1.03711 7.25553 0.33713
F -0.81226 8.52216 0.10245
C -0.03256 6.32339 0.13842
F 1.13832 6.76705 -0.28711
C -0.22316 4.96998 0.36907
P 1.16510 3.79892 0.21061
C 1.91729 4.09018 -1.38563
C 3.28707 3.89163 -1.55396
C 3.85717 4.07716 -2.80460
C 3.06652 4.45050 -3.88283
C 1.70042 4.64145 -3.71641
C 1.12551 4.45825 -2.46743
C 2.34407 4.21014 1.48032
C 3.18346 5.31863 1.33641
C 4.04509 5.65438 2.36121
C 4.07720 4.89308 3.52950
C 3.24292 3.79262 3.67030
C 2.37496 3.45252 2.64706
C -1.49286 4.58519 0.81050
Br -1.94702 2.76100 1.13491
C -2.50599 5.48929 1.01771
F -3.70223 5.08784 1.42565
H 3.90967 3.60701 -0.70716
H 4.92530 3.94644 -2.93461
H 3.51968 4.61199 -4.85349
H 1.08864 4.96138 -4.55732
H 0.09263 4.64398 -2.33037
H 3.17370 5.91748 0.42827
H 4.69375 6.51397 2.25369
H 4.75212 5.16536 4.32950
H 3.25854 3.20037 4.57622
H 1.71699 2.60834 2.77176
F -1.27751 -0.02092 2.29526
As 0.02051 0.21448 3.38014
F -0.84736 -0.18767 4.75231
F -0.39161 1.86527 3.37127
F 0.95924 0.62819 1.69542
F 1.50481 0.57666 4.11382
F 0.54953 -1.36788 3.03277
*
```

## Properties
E_tot: -9304.4746 Ha
HOMO energy (alpha / beta): -16.1314 / -16.1307 eV
⟨S²⟩: 0.763
Kohn-Sham gap (alpha / beta): 5.82 / 5.71 eV
LUMO energy (alpha / beta): -10.31 / -10.42 eV



(3)
Below is a structure of composition C39H44FN8O9SSiY, with properties calculated with the ωB97M-V functional and the def2-TZVPD basis.

Structure (ORCA input):
```
! wB97M-V def2-TZVPD RIJCOSX def2/J DEFGRID3
* xyz -2 1
Y 0.03141 -0.02131 -0.65458
N 7.05278 3.79006 -1.01359
C 6.27224 2.65524 -1.30721
C 6.78806 1.37544 -1.11743
C 5.99886 0.26015 -1.35599
C 4.69677 0.41700 -1.79339
C 4.16957 1.68874 -1.97407
C 4.95273 2.80140 -1.73354
S 3.65577 -0.98769 -2.08332
O 4.46116 -2.17042 -1.88618
O 3.06818 -0.79420 -3.38573
N 2.47995 -0.85031 -1.00123
C 2.68631 -1.15477 0.29674
N 3.87303 -1.37168 0.87381
C 3.83062 -1.68236 2.16547
C 2.66711 -1.78545 2.90636
C 1.48279 -1.48809 2.23759
N 1.49798 -1.16300 0.96058
H 8.03802 3.64793 -1.17691
H 6.73224 4.62037 -1.48871
H 7.80617 1.25230 -0.76329
H 6.37872 -0.73993 -1.19295
H 3.13867 1.81634 -2.28507
H 4.52444 3.78952 -1.85839
H 4.79351 -1.85377 2.64098
H 2.68037 -2.04763 3.95389
H 0.50689 -1.49641 2.70999
C -5.89908 -4.82744 -3.16664
C -5.74691 -4.31058 -1.74005
C -6.04369 -5.36326 -0.67879
C -5.01929 -6.48792 -0.73678
C -3.62005 -5.93154 -0.70091
C -2.56167 -6.69540 -0.26099
C -1.28055 -6.15825 -0.21209
F -0.28387 -6.95895 0.23522
C -1.01470 -4.87213 -0.58038
C -2.07290 -4.07814 -1.03783
C -1.78511 -2.68249 -1.40929
O -0.60492 -2.29565 -1.38505
C -2.92033 -1.89545 -1.79494
C -4.13292 -2.49878 -1.86589
N -4.39695 -3.78118 -1.52910
C -3.36841 -4.60231 -1.09686
C -2.90216 -0.39913 -2.12114
O -3.79697 0.01715 -2.85421
O -2.00103 0.26936 -1.53646
H -6.90443 -5.22395 -3.32570
H -5.17710 -5.61774 -3.37789
H -5.72801 -4.02144 -3.88067
H -6.42220 -3.46701 -1.59288
H -7.05415 -5.74860 -0.82840
H -6.01283 -4.88499 0.30274
H -5.16505 -7.07704 -1.64774
H -5.15800 -7.17578 0.09899
H -2.71519 -7.71616 0.06862
H -0.02498 -4.44028 -0.51648
H -4.96963 -1.90535 -2.21665
O 0.66820 2.58222 -6.34789
C 0.50679 1.28417 -6.53108
O 0.45616 0.79701 -7.64391
C 0.37773 0.44837 -5.31632
C 0.23713 -0.92309 -5.33778
N 0.14242 -1.32521 -4.06096
N 0.23118 -0.31007 -3.21035
C 0.36431 0.77486 -3.93840
C 0.53891 2.06046 -3.17950
O 0.71615 3.10879 -3.83321
O 0.54854 1.93790 -1.92928
H 0.69992 2.82621 -5.35227
H 0.20587 -1.60415 -6.17044
H 0.12956 -2.25354 -3.67151
N -2.11657 -1.60697 1.82263
C -1.40026 -1.04461 1.09903
C 0.20979 1.41379 3.29743
Si 0.30463 2.09221 1.48964
C 1.97390 3.12336 1.57803
C 2.05940 4.12979 0.42914
C 2.23566 3.84500 2.90207
C 3.09834 2.09699 1.39627
C -1.23173 3.31703 1.44781
C -2.45519 2.48377 1.84764
C -1.47758 3.83674 0.02852
C -1.14663 4.51530 2.39427
H 0.01277 2.19143 4.04660
H 1.15616 0.93569 3.57679
H -0.57673 0.65892 3.37785
H 1.38396 4.97563 0.58742
H 1.79470 3.67255 -0.52799
H 3.08032 4.53667 0.35093
H 1.48735 4.60704 3.12151
H 3.21804 4.34317 2.87584
H 2.24934 3.14398 3.74208
H 3.01946 1.58438 0.43474
H 3.08065 1.33297 2.18227
H 4.08540 2.58285 1.42658
H -2.58676 1.61704 1.19382
H -3.36665 3.09676 1.77734
H -2.38238 2.10890 2.87214
H -1.58876 3.02155 -0.68870
H -0.66249 4.46865 -0.33157
H -2.40226 4.43449 0.00278
H -0.93203 4.21512 3.42464
H -2.10114 5.06558 2.40227
H -0.37204 5.22013 2.08179
*
```

## Properties
E_tot: -3454.0528 Ha
HOMO energy: -1.4558 eV
Kohn-Sham gap: 4.83 eV
LUMO energy: 3.37 eV



(4)
Below is a structure of composition C39H45FN5O3S2V, with properties calculated with the ωB97M-V functional and the def2-TZVPD basis.

Structure (ORCA input):
```
! wB97M-V def2-TZVPD RIJCOSX def2/J DEFGRID3
* xyz 2 3
V 1.60484 -1.59099 0.54543
F -1.96827 1.46378 -4.49883
C -2.25537 0.31285 -3.84185
C -1.37496 -0.15570 -2.91561
C -1.62166 -1.37689 -2.27804
C -0.68211 -1.87678 -1.28371
O 0.33704 -1.18570 -0.99983
C -1.00933 -3.12148 -0.68871
C -2.16854 -3.75103 -1.05089
N -3.02591 -3.30419 -1.97926
C -4.24217 -4.04941 -2.25952
C -4.16829 -5.53930 -2.35461
C -4.38642 -4.72340 -3.59348
C -2.77834 -2.09461 -2.61042
C -3.68730 -1.56807 -3.53640
C -3.44335 -0.36332 -4.16884
N -4.36921 0.14183 -5.09654
C -4.86459 -0.67520 -6.18124
C -4.27796 -0.22766 -7.51545
N -4.58042 1.23701 -7.71416
C -4.05812 2.08674 -6.57902
C -4.63314 1.55286 -5.27505
C -0.15969 -3.85265 0.32718
O -0.62163 -4.81630 0.89004
O 1.05730 -3.40543 0.50355
H -0.47390 0.39554 -2.68377
H -2.42032 -4.68284 -0.56268
H -5.12148 -3.61051 -1.80487
H -4.99626 -6.09828 -1.94494
H -3.20148 -6.00913 -2.24033
H -5.36469 -4.72762 -4.05409
H -3.54897 -4.64281 -4.27441
H -4.60986 -2.09159 -3.73945
H -5.95948 -0.61692 -6.23007
H -4.60567 -1.71949 -6.02520
H -4.70209 -0.77222 -8.35700
H -3.19354 -0.32537 -7.52456
H -5.59334 1.36183 -7.78893
H -4.18357 1.55739 -8.59843
H -4.35920 3.11492 -6.77094
H -2.97392 2.00760 -6.60119
H -5.72085 1.70611 -5.28019
H -4.24021 2.13170 -4.44552
S 3.46491 -1.90111 2.08777
C 4.04879 -0.35365 2.32872
N 4.66208 -0.00967 3.44777
C 5.09084 1.37294 3.66249
C 5.66449 1.90244 2.38215
N 4.65893 1.77636 1.32240
C 4.55753 2.88856 0.35236
C 3.44272 3.84406 0.71528
C 3.52606 4.62313 1.86753
C 2.49209 5.47720 2.21648
C 1.36722 5.57086 1.40692
C 1.28732 4.81490 0.24786
C 2.31937 3.95220 -0.09482
C 3.88120 0.71618 1.25556
S 2.73315 0.55319 0.04085
C 4.80877 -0.95514 4.57908
C 3.58956 -1.01633 5.46721
C 3.25104 0.06602 6.27662
C 2.16269 -0.01019 7.13128
C 1.41067 -1.17653 7.19370
C 1.74607 -2.25984 6.39540
C 2.82882 -2.17838 5.53042
H 5.84418 1.37979 4.44627
H 4.24170 1.98013 3.98905
H 6.56531 1.35344 2.09503
H 5.92235 2.95181 2.48672
H 4.40071 2.46644 -0.63816
H 5.52578 3.38699 0.36038
H 4.41145 4.58796 2.49318
H 2.56986 6.08203 3.11022
H 0.56214 6.24206 1.67561
H 0.41807 4.89437 -0.39196
H 2.25314 3.35777 -0.99755
H 5.67964 -0.61927 5.14084
H 5.03435 -1.93585 4.16877
H 3.85706 0.96632 6.26996
H 1.91323 0.83129 7.76431
H 0.56958 -1.24177 7.87131
H 1.16797 -3.17324 6.44653
H 3.09411 -3.02834 4.91390
C -0.14882 0.38853 4.09362
C 0.45342 0.40430 2.68838
C -0.18187 1.51648 1.85863
C 0.29065 -0.95852 2.00583
H -0.04137 1.36063 4.58299
H 0.33759 -0.36216 4.71791
H -1.21540 0.15126 4.04709
H 1.52178 0.63304 2.80453
H -1.26800 1.38503 1.83924
H 0.17436 1.51162 0.82645
H 0.02757 2.50149 2.28224
H -0.71951 -1.03526 1.58013
H 0.39104 -1.77085 2.73738
*
```

## Properties
E_tot: -3852.4616 Ha
HOMO energy (alpha / beta): -12.1970 / -12.5812 eV
⟨S²⟩: 2.035
Kohn-Sham gap (alpha / beta): 6.91 / 7.34 eV
LUMO energy (alpha / beta): -5.28 / -5.24 eV



Question: The lowest E_tot belongs to which entry?
Answer: C39H44AsBBrF10N6PRuS3



Question: Which value of E_tot does entry 2 give?
Answer: -9304.4746 Ha



Question: Among the records above, which one has the lowest E_tot?
Answer: C39H44AsBBrF10N6PRuS3



Question: Among the records above, which one has the highest E_tot?
Answer: C39H43N9O4SY